Record 1
34
Properties=species:S:1:pos:R:3:forces:R:3 method="wB97M-V/def2-TZVPD" multiplicity=2 total_charge=+2 relative_energy_kcal_mol=0.00 e_tot_ev=-195509.1431 homo_ev="-17.262 / -17.132" homo_lumo_gap_ha="0.3197 / 0.3498" lumo_ha="-0.315 / -0.280"
Br 1.3769 -2.7654 1.2038 0.215 -0.117 0.302
Br -0.1907 -1.0472 3.2785 0.079 -0.270 -0.088
Co 0.1058 -0.7872 0.7577 -0.384 0.176 0.029
O -1.0022 -1.6324 -0.7868 0.005 -0.006 -0.069
O 0.9532 1.5414 0.7357 0.148 0.138 0.014
O -1.4196 0.4652 0.7356 0.073 0.118 -0.111
O 1.4132 -0.5333 -0.8301 -0.186 0.008 -0.103
C 1.9501 1.7611 -0.2589 0.072 0.023 -0.073
C -2.2509 0.3934 -0.4469 0.004 -0.013 -0.044
C 0.7022 -0.4556 -2.0767 -0.051 -0.126 0.097
C -0.1012 2.4963 0.7266 -0.193 -0.109 -0.006
C -0.2806 -1.6162 -2.0419 0.080 0.045 -0.046
C 0.8487 -2.6818 3.0828 -0.024 0.050 -0.076
C -2.3339 -1.0763 -0.7899 0.025 0.027 0.098
C 2.4955 0.4003 -0.6250 0.031 -0.070 0.032
C -1.2890 1.7824 1.3369 0.123 -0.045 0.054
H -2.8817 -1.6251 -0.0242 -0.004 0.040 -0.012
H 1.5028 2.2521 -1.1289 -0.003 -0.013 0.021
H -3.2317 0.8080 -0.2102 -0.003 -0.053 -0.015
H 0.2179 -3.5344 3.3055 0.016 0.031 0.008
H -1.7966 0.9793 -1.2493 -0.024 0.010 0.015
H -0.3200 2.8040 -0.3020 0.026 -0.013 0.028
H 1.7412 -2.6166 3.6941 -0.032 0.003 -0.011
H 0.1972 0.5100 -2.1611 0.020 0.000 -0.016
H 2.7495 2.4051 0.1159 -0.011 -0.034 -0.012
H -2.2275 2.3184 1.2054 0.044 0.059 -0.007
H 3.1186 0.4315 -1.5196 -0.003 0.048 0.027
H 3.0762 -0.0266 0.1929 -0.002 0.038 -0.010
H -1.1353 1.6036 2.4007 0.005 0.023 -0.021
H 1.4056 -0.5659 -2.9039 -0.050 -0.027 -0.025
H -2.8119 -1.2434 -1.7544 -0.001 0.029 0.008
H 0.1594 3.3884 1.3013 -0.052 -0.028 0.019
H 0.2457 -2.5692 -2.0935 0.025 0.048 0.000
H -0.9868 -1.5639 -2.8701 0.033 0.008 -0.006

=====

Record 2
34
Properties=species:S:1:pos:R:3:forces:R:3 method="wB97M-V/def2-TZVPD" total_charge=+2 e_tot_ev=-49228.4864 homo_ev=-13.825 homo_lumo_gap_ha=0.1131 lumo_ha=-0.395
Ca 1.1009 3.3719 2.8008 -0.389 0.115 0.488
S 2.3041 -1.7165 0.4032 0.657 -2.109 0.177
F -1.1935 1.2022 2.9051 -0.163 0.427 0.128
O 2.4754 -2.9413 -0.3109 -0.357 0.561 -0.336
O -1.0475 0.1402 -1.4499 0.094 0.168 0.066
O 2.3903 -1.8010 1.8395 -0.255 1.005 0.065
N 0.7810 -1.1518 0.0070 0.830 0.464 0.034
C -0.9043 0.6047 -0.1430 -0.503 -0.229 -0.057
C -0.2410 0.1564 2.8538 0.960 -0.478 0.154
C -2.3119 0.1224 -3.4607 -0.553 0.246 -0.686
C -0.8440 -1.2270 2.7512 -0.471 0.389 0.472
C -1.8927 0.9493 -2.2805 -0.175 -0.455 -0.275
C -3.0430 0.5899 -4.4770 0.441 -0.389 0.825
C 0.5060 0.2528 0.3033 0.083 0.360 -0.147
C 3.5599 -0.5835 -0.1851 -0.268 0.078 0.268
C 0.7617 0.5812 1.7798 -0.140 -0.351 0.217
H -1.3004 1.7864 -2.6535 -0.018 0.239 0.165
H -1.7981 -1.1759 2.2368 0.012 -0.171 -0.292
H 4.3269 -1.2271 -0.6007 0.057 -0.060 -0.150
H -1.0446 -1.5724 3.7613 -0.117 -0.069 0.065
H 0.6925 -1.3136 -0.9961 -0.512 -0.089 0.007
H -3.0859 0.0229 -5.3930 -0.526 -0.166 0.025
H -0.1655 -1.9369 2.2964 0.071 0.035 -0.230
H -1.9952 -0.9123 -3.4784 0.547 0.085 -0.076
H 1.7498 0.2700 2.1251 0.132 -0.091 -0.250
H 1.1486 0.9034 -0.3077 0.231 -0.001 0.081
H -1.6620 0.1511 0.4989 -0.020 -0.101 0.098
H -1.0681 1.6908 -0.0826 0.208 0.133 0.000
H 0.2930 0.1967 3.8077 -0.044 0.205 0.159
H 3.9830 -0.0486 0.6595 -0.044 0.126 0.061
H 3.1741 0.0916 -0.9427 0.017 -0.013 -0.152
H -2.7541 1.3181 -1.7198 -0.034 0.019 0.144
H -3.6084 1.5082 -4.3961 0.338 0.332 -0.296
H 0.7131 1.6976 1.8484 -0.089 -0.214 -0.752

=====

Record 3
32
Properties=species:S:1:pos:R:3:forces:R:3 method="wB97M-V/def2-TZVPD" relative_energy_kcal_mol=78.95 e_tot_ev=-60476.2516 homo_ev="-5.492 / -5.477" homo_lumo_gap_ha="0.1645 / 0.1639" lumo_ha="-0.037 / -0.037"
Ce -3.3062 -0.3687 -0.6504 -0.364 -0.548 -1.529
Cl -2.2641 -2.6315 -1.1647 0.456 -0.657 0.106
Cl -3.8251 1.0825 -2.6822 -0.039 0.264 -0.287
S -1.9418 0.9604 1.8518 -1.325 0.397 -0.260
O -3.3708 0.8861 1.1242 1.295 0.895 2.129
C -1.5744 2.7211 1.7425 -0.014 0.334 0.424
C -2.5095 0.8874 3.5671 0.025 0.116 0.472
C 1.5629 -0.4060 0.3349 -0.643 1.714 -1.891
C 1.8591 -1.6325 -2.2564 0.457 -0.686 0.269
C 2.4453 -0.2535 -2.0196 -0.578 0.275 -0.175
C 1.3449 -1.8299 0.2119 -0.172 -1.876 -0.642
C 2.0347 -2.5108 -1.0275 -0.231 0.466 0.315
C 1.6539 0.5285 -0.9378 6.512 -0.984 0.928
C 0.5760 1.1617 -1.5115 -5.221 -0.492 0.747
H -3.3050 1.6246 3.7437 0.058 -0.399 -0.256
H 2.3775 -2.1271 -3.0821 -0.146 0.147 -0.165
H 0.0547 1.9042 -0.9008 0.002 0.279 -0.518
H 2.3958 0.2549 -2.9872 -0.029 0.491 0.176
H 1.5969 -3.5090 -1.1940 0.159 0.341 0.189
H -1.6854 1.1209 4.2462 0.138 -0.028 -0.243
H -2.8271 -0.1424 3.7819 -0.079 0.396 -0.234
H 2.2715 1.3758 -0.6202 0.653 -0.253 0.342
H 3.4908 -0.2844 -1.7527 0.468 -0.347 0.236
H 1.6962 -2.3606 1.1115 -0.303 0.384 0.039
H 3.1173 -2.6228 -0.8695 -0.219 -0.064 0.246
H 0.8009 -1.5826 -2.5000 -0.202 0.127 -0.190
H -0.0449 0.5612 -2.1729 -0.372 0.286 -0.185
H 0.2762 -2.0915 0.0970 -0.012 0.062 0.240
H 1.5705 0.0638 1.3086 -0.304 0.155 0.069
H -1.2201 2.9539 0.7358 -0.121 -0.157 0.143
H -0.7848 2.9437 2.4750 -0.131 -0.158 -0.256
H -2.4658 3.3228 1.9976 0.281 -0.479 -0.243

=====

Record 4
33
Properties=species:S:1:pos:R:3:forces:R:3 method="wB97M-V/def2-TZVPD" multiplicity=5 relative_energy_kcal_mol=189.77 e_tot_ev=-43165.3980 homo_ev="-7.357 / -7.865" homo_lumo_gap_ha="0.2697 / 0.1907" lumo_ha="-0.001 / -0.098"
Pd -1.5694 2.3227 0.9631 -0.848 -0.762 1.227
Cl -2.1726 0.0554 0.7813 -0.302 0.198 -0.349
Cl -3.0903 3.2062 2.3710 0.319 0.219 -0.188
O -0.0056 2.1457 -0.3857 -0.338 0.414 -1.789
N -1.1088 3.2037 -2.1211 0.210 -0.423 -0.359
N 0.2441 1.3347 -2.4873 -0.590 0.690 0.070
C -1.7001 4.2971 -1.3514 0.050 0.144 0.259
C 1.0104 -2.2181 2.4388 2.170 0.283 1.586
C 0.6569 -3.1878 1.3156 -3.352 -0.064 1.428
C 0.8559 -0.7022 2.1628 -3.588 1.063 0.579
C 0.9421 -2.7550 -1.4551 4.955 -1.372 3.944
C 1.4467 -3.3756 0.1259 2.422 0.571 -3.418
C -0.3187 2.2299 -1.6191 0.935 -0.344 1.049
C 1.5646 0.5988 1.9171 1.326 -1.877 -3.459
C 0.0074 -1.8354 -1.3355 -6.220 5.213 0.980
H 2.4139 -2.9012 0.3575 -0.037 0.266 -0.792
H -1.1232 3.2780 -3.1362 -0.156 0.027 0.506
H 2.0174 -2.3722 2.8054 0.863 -0.202 -0.417
H 1.7612 -4.3715 -0.1218 -0.314 -0.784 0.280
H 1.7993 -2.0563 -1.5377 0.975 -1.069 -1.094
H -0.2362 -0.7938 1.5985 2.808 0.965 0.811
H -0.8746 -1.5755 -1.9392 0.249 -0.815 -0.075
H -0.0664 -1.0731 -0.4523 0.778 -1.330 -1.292
H 0.7207 -0.0456 3.1540 -1.012 -1.798 -0.647
H -0.3604 -2.9055 1.0512 -0.386 0.171 -0.338
H 1.3928 0.7569 0.7296 -0.467 0.495 2.276
H -1.1471 5.2327 -1.5569 -0.206 -0.417 0.415
H -0.2254 1.2222 -3.3663 0.027 -0.069 -0.283
H -2.7459 4.4454 -1.6658 0.394 -0.188 0.262
H 0.6073 0.4710 -2.1064 -0.078 0.104 0.301
H -1.6828 4.0476 -0.2440 -0.019 0.670 -1.457
H 0.4521 -4.1712 1.7204 0.247 -0.245 0.683
H 0.5349 -2.5079 3.3897 -0.815 0.266 -0.699

=====

Record 5
34
Properties=species:S:1:pos:R:3:forces:R:3 method="wB97M-V/def2-TZVPD" total_charge=+3 relative_energy_kcal_mol=0.00 e_tot_ev=-45834.1274 homo_ev=-19.937 homo_lumo_gap_ha=0.2875 lumo_ha=-0.445
Rh -0.1148 0.0602 -0.0250 -0.138 0.142 -0.011
Cl -2.0046 0.0654 1.1981 0.382 -0.122 -0.138
Cl -6.5281 1.1190 3.1103 -0.037 -0.003 0.036
O 0.9717 1.4798 0.9992 -0.019 0.011 -0.018
O 0.7299 0.9577 -1.6288 0.068 -0.027 -0.053
O 1.4850 -1.0663 0.3121 -0.087 -0.011 0.042
O -0.5434 -1.4243 -1.3919 0.002 0.043 -0.009
C -0.3108 -0.8918 -2.7545 0.018 0.010 -0.018
C 1.3846 2.5441 0.0569 0.013 0.001 -0.020
C 0.2939 -2.6055 -1.0958 -0.001 -0.018 0.020
C -0.2225 0.6112 -2.6962 -0.003 -0.023 0.016
C 0.6404 2.3747 -1.2451 0.020 -0.009 0.030
C -5.3377 0.1151 3.4061 -0.201 -0.003 0.118
C 0.9314 -2.4341 0.2601 -0.003 -0.044 -0.010
C 1.8816 -0.6695 1.6778 0.040 0.024 0.028
C 2.1223 0.8169 1.6497 -0.006 -0.017 0.009
H -1.1826 1.0759 -2.4553 -0.002 0.003 -0.007
H 1.1502 3.5064 0.5094 -0.002 -0.002 -0.001
H 2.7962 -1.2046 1.9371 -0.005 -0.012 -0.012
H -1.1414 -1.2030 -3.3865 -0.001 0.000 0.004
H 0.1517 1.0105 -3.6401 -0.009 0.008 0.001
H 1.0967 2.9784 -2.0310 -0.013 0.004 -0.003
H 2.4580 2.4654 -0.0982 0.001 0.002 0.011
H 1.0513 -2.6913 -1.8712 -0.002 -0.005 0.000
H -0.4187 2.6318 -1.1539 0.000 0.005 -0.004
H 3.0193 1.0492 1.0799 0.000 0.000 0.001
H 0.6172 -1.3140 -3.1334 -0.004 -0.009 0.002
H 1.7512 -3.1411 0.3958 0.012 0.017 0.006
H 2.2163 1.2096 2.6612 0.000 0.006 -0.003
H -5.3788 -0.8914 2.9941 -0.005 0.004 -0.008
H 0.2146 -2.5309 1.0777 -0.002 0.000 -0.002
H 1.0744 -0.9546 2.3550 -0.002 0.001 -0.003
H -0.3431 -3.4888 -1.1086 -0.007 0.007 -0.003
H -4.5114 0.4400 4.0351 -0.006 0.018 -0.002

=====

Record 6
36
Properties=species:S:1:pos:R:3:forces:R:3 method="wB97M-V/def2-TZVPD" total_charge=+1 relative_energy_kcal_mol=23.84 e_tot_ev=-59555.3580 homo_ev=-12.048 homo_lumo_gap_ha=0.3116 lumo_ha=-0.131
Pt -0.9329 -1.6109 0.6191 0.750 -0.776 0.636
Cl -2.8104 -2.8241 0.4863 0.008 0.104 0.136
Cl 0.1052 -3.4558 1.6292 0.139 -0.070 -0.537
Cl 1.7684 -4.8440 -0.4068 0.013 0.119 0.011
O 1.3673 -1.1846 0.2951 -0.525 -0.016 0.289
O 0.0660 0.9414 0.1860 0.068 0.092 0.233
O -2.2045 -0.0488 0.6033 -0.137 0.838 -0.690
N -3.3656 1.7226 -0.0659 -0.051 0.328 -0.020
N 3.3797 -0.2666 -0.1014 -0.060 0.046 -0.016
C 4.2059 0.8815 -0.4573 0.026 -0.108 0.023
C 4.0841 -1.5159 0.1743 -0.018 0.107 0.000
C -2.2144 1.1126 0.1120 -0.211 -0.499 0.241
C 2.0585 -0.1971 0.0214 0.093 0.224 -0.121
C -4.6347 1.0879 0.2944 0.034 -0.025 -0.025
C -3.4647 3.1030 -0.5335 -0.071 -0.091 -0.010
C 0.2513 -4.8298 0.4550 -0.187 -0.068 0.086
C -0.9237 1.8254 -0.2261 0.157 -0.025 -0.142
C 1.3847 1.1550 -0.2088 -0.033 -0.136 -0.162
H -4.2826 3.1649 -1.2488 -0.018 0.015 0.012
H 1.4487 1.4104 -1.2750 -0.001 0.004 0.007
H -2.5593 3.4230 -1.0370 0.030 0.002 -0.007
H -3.6727 3.7746 0.2997 -0.009 0.005 0.009
H 4.5971 1.3738 0.4345 0.022 0.015 -0.009
H -5.1462 1.7179 1.0209 -0.027 -0.005 0.010
H -0.5827 -4.7149 -0.2277 0.009 -0.015 0.010
H 0.1641 -5.7236 1.0622 0.010 0.011 -0.009
H 1.8691 1.9513 0.3653 -0.031 -0.033 0.050
H -0.8774 2.0200 -1.3062 0.021 -0.001 0.017
H 3.3964 -2.2292 0.6159 0.019 0.002 -0.019
H 4.4925 -1.9229 -0.7507 0.014 -0.029 0.006
H 4.8991 -1.3082 0.8669 0.021 -0.054 0.000
H -4.4575 0.1052 0.7169 0.036 0.020 -0.020
H 5.0419 0.5246 -1.0558 0.017 0.024 0.008
H 3.6591 1.6009 -1.0599 -0.020 0.000 0.006
H -0.8606 2.7838 0.3024 -0.059 -0.011 -0.005
H -5.2493 0.9966 -0.5998 -0.030 0.009 0.000

=====

Record 7
41
Properties=species:S:1:pos:R:3:forces:R:3 method="wB97M-V/def2-TZVPD" total_charge=-1 e_tot_ev=-79196.0113 homo_ev=-6.209 homo_lumo_gap_ha=0.3312 lumo_ha=0.103
Y 6.2630 6.4129 9.4592 0.096 0.184 0.954
Cl 8.8998 5.9172 9.5824 -0.412 -0.108 0.076
Cl 5.6379 6.8548 12.0112 0.277 0.187 -0.383
Cl 4.4214 7.9093 8.3805 -0.242 0.183 0.030
Cl 4.7435 4.3204 9.3808 0.212 -0.046 0.042
O 8.6271 9.3329 11.2867 -1.220 -0.257 -0.979
O 6.7861 10.8496 6.9250 -1.147 0.900 -0.423
O 8.6604 10.4315 7.8818 -0.318 0.041 -1.034
O 7.7787 5.8546 5.4309 1.013 -0.541 0.445
O 6.4886 5.8707 7.2775 -0.004 -0.402 -0.932
O 5.6992 5.5037 5.1216 0.627 0.415 2.163
O 7.3041 8.6988 9.6029 0.049 0.976 1.974
O 7.7377 8.8040 6.6006 -0.455 1.085 0.061
O 6.5742 10.2417 11.0792 0.613 -0.008 0.808
C 7.4673 9.3924 10.6313 -1.037 -1.839 -2.969
C 5.1447 10.2486 10.7456 1.764 -1.744 -1.773
C 5.5942 10.4514 6.2274 -0.472 -0.104 -0.411
C 4.3756 5.6002 5.6902 0.370 -0.580 1.482
C 9.8377 9.6524 7.8946 2.145 0.396 1.133
C 9.0208 5.7425 6.1847 -0.077 0.894 0.453
C 7.6901 9.9203 7.0785 1.521 -1.255 0.450
C 6.6475 5.7402 6.0868 -0.187 0.237 -2.251
C 8.5354 9.9045 12.5405 -0.662 3.090 1.482
H 8.0911 10.9499 12.4596 1.177 -0.933 0.100
H 3.6837 5.3916 4.9152 -0.525 -0.217 -0.750
H 4.2346 6.5864 6.1098 -0.144 0.244 -0.026
H 5.7336 10.2865 5.1661 0.684 0.078 -0.283
H 5.0418 10.2130 9.6524 -0.062 0.697 0.307
H 9.4960 9.9221 13.0115 0.609 -0.030 -0.014
H 9.8138 5.6702 5.4634 0.073 -0.359 -0.563
H 9.0282 4.9055 6.8789 -0.263 -0.036 -0.129
H 9.2387 6.6542 6.7526 -0.563 -0.163 0.005
H 10.1854 9.2714 6.9352 -0.497 0.213 -0.258
H 5.2886 9.5119 6.6363 -0.537 -0.431 0.355
H 4.8415 11.0955 11.2773 -0.951 1.163 0.387
H 4.7891 11.2043 6.2838 0.755 -0.105 0.638
H 9.7634 8.8187 8.5742 -0.396 -0.449 0.183
H 7.8251 9.4633 13.2075 -0.384 -1.107 0.173
H 4.2770 4.8809 6.5382 -0.034 0.431 -0.688
H 4.7101 9.3133 11.0452 -0.193 -0.324 0.690
H 10.6837 10.2857 8.3117 -1.205 -0.375 -0.522